(1)
The following is a DFT calculation (ωB97M-V with the def2-TZVPD basis set) of C16H21N2O2W as an isolated structure at a distorted geometry.

Summary:
Net charge ... +1
Orbital gap (alpha / beta) ... 0.297 / 0.313 Ha
Spin multiplicity ... 3
Relative energy (zero: lowest compared OMol25 entry of this formula, charge and spin) ... 0.0000 eV
Highest occupied orbital energy (alpha / beta) ... -10.721 / -11.429 eV
E_tot ... -25826.4861 eV
Molecular weight ... 457.20 g/mol
⟨S²⟩ ... 2.02

Positions of all 42 atoms, in Å:
W (0.69, 1.10, -0.29)
N (-0.59, 0.95, -2.07)
C (-1.78, 0.21, -1.65)
C (-3.02, 0.83, -1.67)
C (-4.14, 0.15, -1.24)
C (-4.02, -1.17, -0.81)
C (-2.77, -1.77, -0.78)
C (-1.63, -1.10, -1.20)
C (-0.28, -1.72, -1.15)
C (-0.07, -3.05, -1.53)
C (1.21, -3.60, -1.47)
C (2.29, -2.84, -1.06)
C (2.09, -1.51, -0.68)
C (0.81, -0.94, -0.72)
H (-0.86, 1.83, -2.46)
H (-0.10, 0.44, -2.78)
H (-3.11, 1.85, -2.04)
H (-5.11, 0.63, -1.26)
H (-4.90, -1.72, -0.48)
H (-2.67, -2.79, -0.42)
H (-0.91, -3.65, -1.87)
H (1.35, -4.64, -1.76)
H (3.28, -3.27, -1.03)
H (2.94, -0.93, -0.35)
N (2.52, 1.16, 4.19)
C (1.26, 0.43, 3.97)
C (0.92, 0.46, 2.50)
O (-0.02, -0.02, 1.94)
O (1.82, 1.15, 1.77)
H (3.28, 0.56, 4.46)
H (2.43, 1.89, 4.88)
H (2.48, 1.47, 2.45)
H (0.43, 0.90, 4.49)
H (1.30, -0.61, 4.30)
C (2.09, 2.16, -1.49)
H (3.02, 2.34, -0.96)
H (1.71, 3.13, -1.82)
H (2.33, 1.59, -2.39)
C (-0.87, 2.35, 0.50)
H (-0.39, 3.04, 1.20)
H (-1.62, 1.78, 1.05)
H (-1.37, 2.95, -0.26)

Atomic partial charges in e from the Mulliken method, atoms 1 to 2: number 1, W, carries 1.751; number 2, N, carries -0.337


(2)
The following is a DFT calculation (ωB97M-V with the def2-TZVPD basis set) of an isolated ion of composition C20H19O and charge +1 at a distorted geometry.

Summary:
Net charge ... +1
Orbital gap ... 0.207 Ha
Highest occupied orbital energy ... -10.986 eV
E_tot ... -23086.2551 eV
Molecular weight ... 275.37 g/mol

Positions of all 40 atoms, in Å:
C (0.83, 0.24, -0.37)
C (2.08, -0.54, -0.75)
C (3.27, 0.19, -0.88)
C (4.51, -0.46, -1.09)
C (4.53, -1.86, -1.15)
C (3.35, -2.61, -1.04)
C (2.13, -1.94, -0.81)
C (-0.38, -0.43, -0.87)
C (-1.60, 0.14, -0.77)
C (-2.85, -0.55, -0.94)
C (-4.06, 0.20, -1.11)
C (-5.29, -0.43, -1.24)
C (-5.36, -1.84, -1.27)
C (-4.18, -2.60, -1.20)
C (-2.94, -1.97, -1.06)
H (0.88, 1.34, -0.49)
H (3.21, 1.28, -0.89)
H (5.40, 0.17, -1.30)
H (5.50, -2.36, -1.39)
H (3.36, -3.69, -1.23)
H (1.24, -2.55, -0.72)
H (-0.33, -1.46, -1.21)
H (-1.68, 1.21, -0.57)
H (-3.97, 1.28, -1.13)
H (-6.21, 0.17, -1.28)
H (-6.33, -2.34, -1.32)
H (-4.24, -3.71, -1.22)
H (-2.03, -2.56, -1.03)
C (-0.20, 3.58, 3.17)
C (0.58, 2.66, 2.32)
C (2.00, 2.54, 2.30)
C (2.23, 1.31, 1.71)
C (0.98, 0.70, 1.22)
O (-0.06, 1.59, 1.73)
H (0.46, 4.43, 3.38)
H (-1.15, 3.91, 2.69)
H (-0.46, 3.12, 4.15)
H (2.74, 3.25, 2.79)
H (3.19, 0.96, 1.28)
H (0.81, -0.39, 1.62)

Atomic partial charges in e from the Mulliken method, atoms 1 to 2: number 1, C, carries 0.533; number 2, C, carries 0.360


(3)
The following is a DFT calculation (ωB97M-V with the def2-TZVPD basis set) of one molecule with the formula C32H40N8O2S.

Summary:
Orbital gap ... 0.295 Ha
Highest occupied orbital energy ... -7.714 eV
E_tot ... -60685.6686 eV
Molecular weight ... 600.79 g/mol

Positions of all 83 atoms, in Å:
C (3.12, 0.47, -0.27)
C (2.70, 1.64, 0.56)
C (2.65, 1.51, 1.94)
C (2.23, 2.56, 2.76)
C (1.95, 3.79, 2.19)
C (1.99, 3.92, 0.81)
C (2.32, 2.85, -0.01)
C (2.14, 3.03, -1.50)
N (0.73, 3.08, -1.82)
C (0.01, 1.92, -1.92)
O (0.53, 0.82, -2.06)
N (-1.34, 2.06, -1.90)
C (-2.18, 0.88, -2.04)
C (-2.04, 0.34, -3.45)
N (-1.47, -0.85, -3.67)
C (-1.10, -1.22, -5.02)
H (-0.11, -1.69, -5.00)
C (-2.11, -2.15, -5.69)
N (-1.93, -3.53, -5.30)
C (-2.78, -4.40, -6.10)
H (-3.85, -4.21, -5.94)
H (-2.55, -4.25, -7.15)
H (-2.57, -5.44, -5.84)
C (-2.12, -3.75, -3.88)
H (-2.19, -4.83, -3.72)
C (-0.94, -3.21, -3.07)
H (-0.03, -3.34, -3.65)
H (-0.83, -3.81, -2.16)
C (-1.12, -1.77, -2.60)
H (-1.93, -1.77, -1.87)
H (-0.20, -1.41, -2.12)
H (-3.07, -3.30, -3.51)
H (-1.96, -2.09, -6.77)
H (-3.13, -1.78, -5.46)
H (-1.03, -0.29, -5.60)
S (-2.57, 1.30, -4.69)
C (-3.59, 1.38, -1.70)
H (-4.35, 0.86, -2.27)
C (-3.55, 2.87, -2.03)
H (-4.26, 3.45, -1.44)
H (-3.77, 3.01, -3.09)
C (-2.10, 3.29, -1.76)
H (-1.76, 4.04, -2.47)
H (-1.99, 3.68, -0.74)
H (-3.78, 1.23, -0.63)
H (-1.83, 0.14, -1.31)
H (0.24, 3.89, -1.46)
H (2.60, 3.96, -1.84)
H (2.57, 2.19, -2.06)
H (1.74, 4.88, 0.37)
H (1.67, 4.62, 2.82)
C (2.07, 2.36, 4.23)
O (2.62, 3.05, 5.06)
N (1.26, 1.31, 4.56)
C (0.47, 0.63, 3.61)
C (-0.43, 1.38, 2.85)
C (-1.18, 0.81, 1.84)
C (-1.06, -0.55, 1.60)
C (-0.20, -1.31, 2.36)
C (0.57, -0.75, 3.39)
N (1.42, -1.60, 4.07)
C (1.99, -1.40, 5.30)
C (1.91, -0.34, 6.19)
C (2.72, -0.73, 7.27)
N (3.24, -1.93, 7.07)
N (2.80, -2.33, 5.87)
C (3.19, -3.61, 5.34)
H (2.32, -4.27, 5.23)
H (3.87, -4.05, 6.06)
H (3.69, -3.50, 4.38)
H (2.94, -0.19, 8.17)
C (1.15, 0.92, 5.96)
H (1.57, 1.73, 6.56)
H (0.09, 0.79, 6.21)
H (1.45, -2.55, 3.72)
H (-0.11, -2.37, 2.17)
H (-1.63, -1.02, 0.81)
H (-1.85, 1.41, 1.26)
H (-0.51, 2.44, 3.05)
H (2.93, 0.57, 2.40)
H (4.01, 0.70, -0.85)
H (2.32, 0.21, -0.97)
H (3.33, -0.39, 0.36)

Atomic partial charges in e from the Mulliken method, atoms 1 to 2: number 1, C, carries -1.845; number 2, C, carries 0.923


(4)
The following is a DFT calculation (ωB97M-V with the def2-TZVPD basis set) of Li2N2O10SSr3 as an isolated structure at a distorted geometry.

Summary:
Net charge ... +4
Orbital gap ... 0.046 Ha
Relative energy (zero: lowest compared OMol25 entry of this formula, charge and spin) ... 12.8424 eV
Highest occupied orbital energy ... -13.912 eV
E_tot ... -37150.1631 eV
Molecular weight ... 496.81 g/mol

Positions of all 18 atoms, in Å:
Sr (-16.23, 16.98, -23.85)
Sr (-21.92, 10.47, -18.06)
Sr (-15.62, 12.07, -15.02)
Li (-18.86, 9.56, -23.55)
Li (-14.14, 9.04, -23.16)
N (-23.29, 8.52, -23.87)
O (-23.19, 8.34, -25.03)
O (-22.39, 8.28, -23.08)
O (-24.37, 8.73, -23.48)
N (-21.99, 18.28, -22.99)
O (-22.44, 18.13, -24.09)
O (-22.73, 18.81, -22.13)
O (-20.71, 18.17, -22.84)
S (-18.01, 12.47, -20.52)
O (-17.56, 13.92, -20.75)
O (-18.01, 12.22, -19.02)
O (-19.35, 12.19, -20.90)
O (-17.20, 11.47, -21.25)

Atomic partial charges in e from the Mulliken method, atoms 1 to 2: number 1, Sr, carries 1.738; number 2, Sr, carries 1.734


(5)
The following is a DFT calculation (ωB97M-V with the def2-TZVPD basis set) of C22H43N2OP3Rh as an isolated structure at a distorted geometry.

Summary:
Net charge ... +3
Orbital gap (alpha / beta) ... 0.266 / 0.120 Ha
Spin multiplicity ... 5
Highest occupied orbital energy (alpha / beta) ... -15.957 / -16.234 eV
E_tot ... -59383.2126 eV
Molecular weight ... 547.43 g/mol
⟨S²⟩ ... 6.03

Positions of all 72 atoms, in Å:
Rh (-0.35, -0.21, -1.21)
P (0.41, -2.11, -2.29)
P (1.81, -0.13, -0.16)
P (-2.48, 0.04, -1.14)
H (2.28, 2.64, -1.73)
C (1.25, 2.78, -2.10)
C (0.14, 2.70, -1.26)
H (0.11, 2.38, -0.13)
C (1.79, -1.83, -3.51)
C (1.19, -3.45, -1.31)
C (-1.02, -2.87, -3.15)
C (2.18, 1.27, 0.93)
C (2.24, -1.47, 1.03)
C (3.40, -0.19, -1.09)
C (-3.04, 1.48, -0.15)
C (-3.31, -1.41, -0.38)
C (-3.34, 0.22, -2.75)
H (1.13, 2.84, -3.22)
H (-0.81, 3.20, -1.57)
H (1.65, -2.32, -4.49)
H (2.76, -2.15, -3.10)
H (1.84, -0.75, -3.66)
H (1.03, -4.46, -1.74)
H (0.80, -3.46, -0.29)
H (2.28, -3.29, -1.25)
H (-0.82, -3.84, -3.66)
H (-1.40, -2.16, -3.89)
H (-1.81, -3.04, -2.41)
H (3.09, 0.99, 1.48)
H (1.39, 1.45, 1.67)
H (2.36, 2.19, 0.37)
H (3.01, -2.13, 0.62)
H (1.38, -2.08, 1.34)
H (2.66, -1.00, 1.94)
H (4.16, 0.29, -0.48)
H (3.33, 0.33, -2.05)
H (3.72, -1.23, -1.26)
H (-4.14, 1.58, -0.21)
H (-2.56, 2.40, -0.51)
H (-2.76, 1.33, 0.90)
H (-4.40, -1.35, -0.49)
H (-3.05, -1.43, 0.69)
H (-2.97, -2.35, -0.85)
H (-4.40, 0.46, -2.57)
H (-3.26, -0.71, -3.33)
H (-2.86, 1.03, -3.33)
C (-0.34, 0.80, -4.84)
C (0.37, 0.21, -5.91)
C (0.25, 0.72, -7.22)
C (-0.65, 1.77, -7.49)
C (-1.29, 2.42, -6.42)
C (-1.16, 1.92, -5.11)
O (-0.47, 0.11, -3.64)
H (-0.12, 0.51, -2.76)
H (0.88, -0.75, -5.76)
H (0.84, 0.29, -8.04)
H (-0.83, 2.08, -8.52)
H (-1.92, 3.31, -6.60)
H (-1.85, 2.29, -4.33)
N (-0.73, -2.68, 1.65)
C (-0.92, -1.50, 2.34)
C (-1.18, -1.50, 3.72)
C (-1.31, -0.30, 4.41)
C (-1.15, 0.88, 3.67)
C (-0.83, 0.81, 2.30)
N (-0.79, -0.36, 1.63)
H (-0.85, -2.65, 0.64)
H (-0.97, -3.55, 2.16)
H (-1.27, -2.47, 4.23)
H (-1.56, -0.24, 5.47)
H (-1.21, 1.89, 4.10)
H (-0.66, 1.72, 1.70)

Atomic partial charges in e from the Mulliken method, atoms 1 to 2: number 1, Rh, carries -0.312; number 2, P, carries 1.072


(6)
The following is a DFT calculation (ωB97M-V with the def2-TZVPD basis set) of a 2-piece molecular cluster, CN5O overall at a distorted geometry.

Summary:
Net charge ... -1
Orbital gap (alpha / beta) ... 0.292 / 0.292 Ha
Relative energy (zero: lowest compared OMol25 entry of this formula, charge and spin) ... 1.9948 eV
Highest occupied orbital energy (alpha / beta) ... -4.662 / -4.662 eV
E_tot ... -10530.6541 eV
Molecular weight ... 98.05 g/mol

Positions of all 7 atoms, in Å:
C (0.03, 0.04, -0.19)
N (0.59, 1.12, 0.23)
N (-1.19, -0.13, 0.35)
N (-0.34, 1.65, 0.98)
N (-1.43, 0.95, 1.08)
N (1.34, -1.25, -1.25)
O (0.99, -2.38, -1.20)

Atomic partial charges in e from the Mulliken method, atoms 1 to 2: number 1, C, carries 0.432; number 2, N, carries -0.317